(1)
{
  "formula": "C19H42B2NO25",
  "method": "wB97M-V/def2-TZVPD",
  "species": ["C", "C", "C", "C", "N", "C", "C", "C", "C", "C", "C", "C", "H", "H", "H", "H", "H", "H", "H", "H", "H", "H", "H", "H", "H", "H", "H", "H", "H", "H", "H", "H", "H", "H", "H", "H", "O", "C", "O", "B", "O", "C", "O", "O", "C", "O", "C", "O", "O", "O", "C", "O", "B", "O", "C", "O", "O", "C", "O", "C", "O", "O", "O", "H", "H", "O", "H", "H", "O", "H", "H", "O", "H", "H", "O", "H", "H", "O", "H", "H", "O", "H", "H", "O", "H", "H", "O", "H", "H"],
  "coordinates": [[0.515, 3.786, -1.678], [0.461, 3.172, -3.137], [0.277, 1.595, -3.196], [-1.060, 1.151, -2.552], [-1.461, -0.307, -2.664], [-0.365, -1.188, -2.474], [-0.654, -2.496, -3.236], [-1.073, -1.974, -4.545], [-1.769, -0.646, -4.127], [-2.579, -0.632, -1.819], [-3.648, 0.533, -1.858], [-4.953, 0.186, -1.006], [0.756, 4.888, -1.724], [1.281, 3.095, -1.075], [-0.416, 3.872, -1.160], [1.239, 3.556, -3.629], [-0.469, 3.662, -3.718], [1.252, 1.355, -2.661], [0.393, 1.268, -4.270], [-1.690, 1.884, -2.946], [-1.187, 1.321, -1.537], [-0.130, -1.504, -1.435], [0.610, -0.891, -2.936], [-1.585, -2.963, -2.756], [0.213, -3.242, -3.365], [-1.663, -2.747, -5.116], [-0.263, -2.002, -5.158], [-2.819, -1.028, -4.425], [-1.372, 0.292, -4.848], [-1.957, -0.587, -0.900], [-3.314, -1.458, -2.081], [-4.032, 0.548, -3.058], [-3.366, 1.545, -1.608], [-4.675, -0.109, -0.035], [-5.507, -0.615, -1.339], [-5.638, 1.049, -0.677], [-1.769, -3.118, 0.421], [-0.768, -3.517, 0.891], [-0.245, -2.950, 1.866], [1.124, -3.398, 1.931], [1.374, -4.210, 0.731], [0.209, -4.333, 0.277], [-0.091, -4.960, -0.742], [1.428, -4.085, 3.165], [2.175, -3.299, 3.887], [2.257, -3.456, 5.054], [2.503, -2.070, 3.305], [2.045, -2.147, 2.082], [3.226, -1.226, 3.621], [-2.568, 2.369, 1.095], [-1.609, 1.662, 1.466], [-0.544, 1.836, 0.887], [0.404, 0.799, 1.293], [-0.432, 0.132, 2.391], [-1.491, 0.677, 2.401], [-2.436, 0.109, 2.875], [1.632, 1.344, 1.784], [2.480, 0.880, 0.939], [3.695, 1.207, 0.992], [1.941, 0.005, 0.057], [0.762, -0.058, 0.142], [2.577, -0.564, -0.898], [-1.264, 3.668, 3.637], [-2.044, 3.158, 3.844], [-1.302, 4.457, 4.198], [6.019, 2.787, 0.693], [5.105, 2.500, 0.749], [6.407, 2.055, 1.220], [-0.524, -0.980, 5.150], [-0.348, -0.617, 4.330], [-1.514, -0.793, 5.197], [-4.893, 2.899, 2.363], [-5.107, 3.845, 2.394], [-3.999, 2.895, 1.884], [5.466, -0.529, 2.029], [4.922, -0.653, 2.812], [4.993, 0.242, 1.571], [3.556, 1.491, 4.623], [3.429, 1.988, 3.928], [3.177, 0.690, 4.279], [-4.379, -1.542, 3.840], [-5.139, -1.077, 3.627], [-3.706, -1.140, 3.171], [3.526, -3.088, -1.496], [4.282, -3.128, -0.919], [2.992, -2.409, -1.311], [4.209, 0.144, -3.227], [3.860, 0.597, -2.452], [5.046, 0.543, -3.297]],
  "total_energy_ha": -2734.8244,
  "homo_energy_ev": -7.66,
  "spin_multiplicity": 1,
  "e_above_lowest_kcal_mol": 17.15,
  "total_charge": -1,
  "molar_mass_g_mol": 706.15,
  "orbital_gap_ev": 8.73,
  "lumo_ev": 1.07
}

(2)
{
  "formula": "C19H42FO24PS6",
  "method": "wB97M-V/def2-TZVPD",
  "species": ["C", "C", "C", "C", "C", "P", "C", "C", "F", "H", "H", "H", "H", "H", "H", "H", "H", "H", "H", "H", "H", "H", "H", "H", "H", "H", "H", "O", "S", "O", "O", "C", "C", "O", "H", "H", "H", "H", "O", "S", "O", "O", "C", "C", "O", "H", "H", "H", "H", "O", "S", "O", "O", "C", "C", "O", "H", "H", "H", "H", "O", "S", "O", "O", "C", "C", "O", "H", "H", "H", "H", "O", "S", "O", "O", "C", "C", "O", "H", "H", "H", "H", "O", "S", "O", "O", "C", "C", "O", "H", "H", "H", "H"],
  "coordinates": [[-3.846, -1.928, -1.710], [-3.224, -3.344, -1.518], [-3.991, -4.315, -2.508], [-3.408, -3.941, -0.095], [-2.658, -3.186, 1.040], [-0.746, -3.381, 0.895], [1.129, -3.545, 0.565], [1.983, -2.530, 1.359], [1.529, -4.871, 0.837], [-3.297, -1.433, -2.538], [-4.888, -2.013, -2.076], [-3.763, -1.263, -0.831], [-2.167, -3.343, -1.854], [-3.331, -5.082, -2.950], [-4.358, -3.669, -3.333], [-4.889, -4.729, -2.014], [-3.031, -4.990, -0.130], [-4.485, -3.980, 0.156], [-3.017, -3.629, 2.000], [-2.909, -2.106, 1.102], [-0.657, -1.941, 0.845], [-0.632, -3.994, 2.176], [-0.958, -4.222, -0.251], [1.315, -3.340, -0.515], [3.032, -2.682, 1.029], [1.701, -1.499, 1.079], [1.894, -2.685, 2.450], [1.675, 1.069, -0.075], [2.763, 1.910, 0.280], [3.604, 2.526, -0.681], [3.680, 1.120, 1.336], [3.775, 1.870, 2.556], [2.485, 2.656, 2.634], [2.214, 3.051, 1.285], [4.639, 2.531, 2.482], [3.904, 1.203, 3.405], [2.569, 3.527, 3.280], [1.657, 2.029, 2.974], [6.360, 2.103, 2.854], [7.704, 2.262, 2.405], [8.408, 3.482, 2.550], [7.773, 1.797, 0.870], [8.727, 0.739, 0.724], [8.729, 0.030, 2.062], [8.594, 1.079, 3.028], [9.700, 1.185, 0.508], [8.442, 0.080, -0.093], [9.641, -0.536, 2.233], [7.866, -0.634, 2.160], [-6.528, 1.091, -1.988], [-5.431, 1.275, -2.866], [-4.948, 0.243, -3.711], [-4.200, 1.872, -2.020], [-3.798, 3.121, -2.579], [-5.049, 3.702, -3.202], [-5.722, 2.577, -3.771], [-3.034, 2.929, -3.337], [-3.383, 3.763, -1.803], [-4.830, 4.443, -3.967], [-5.701, 4.144, -2.444], [-6.518, 0.940, 0.724], [-5.396, 1.763, 0.969], [-4.627, 2.351, -0.074], [-4.399, 0.969, 1.957], [-4.185, 1.731, 3.148], [-5.451, 2.545, 3.328], [-5.831, 2.927, 2.004], [-3.318, 2.377, 2.988], [-3.994, 1.071, 3.991], [-5.297, 3.423, 3.951], [-6.256, 1.937, 3.750], [3.416, 8.392, 4.973], [2.790, 7.835, 3.831], [1.390, 7.631, 3.752], [3.537, 6.451, 3.473], [4.052, 6.514, 2.139], [4.333, 7.980, 1.890], [3.256, 8.668, 2.534], [3.285, 6.135, 1.459], [4.948, 5.903, 2.049], [4.367, 8.223, 0.831], [5.267, 8.291, 2.364], [-1.907, -9.174, -6.499], [-1.976, -7.816, -6.095], [-2.979, -6.930, -6.560], [-0.534, -7.144, -6.349], [-0.018, -6.623, -5.121], [-0.619, -7.499, -4.041], [-1.952, -7.760, -4.485], [-0.350, -5.587, -5.023], [1.070, -6.656, -5.122], [-0.627, -7.013, -3.067], [-0.093, -8.454, -3.965]],
  "total_energy_ha": -5384.9585,
  "homo_energy_ev": -8.14,
  "spin_multiplicity": 1,
  "smiles": "CC(C)CC[PH3][C@@H](C)F.O=S1(=O)OCCO1.O=S1(=O)OCCO1.O=S1(=O)OCCO1.O=S1(=O)OCCO1.O=S1(=O)OCCO1.O=S1(=O)OCCO1",
  "molar_mass_g_mol": 896.89,
  "orbital_gap_ev": 8.21,
  "lumo_ev": 0.07
}

(3)
{
  "formula": "C19H42HgNO7S3",
  "method": "wB97M-V/def2-TZVPD",
  "species": ["Hg", "C", "O", "H", "H", "H", "C", "C", "N", "C", "C", "C", "C", "H", "H", "H", "H", "H", "H", "H", "H", "H", "H", "H", "H", "H", "H", "H", "C", "C", "C", "S", "O", "O", "C", "H", "H", "H", "H", "H", "H", "H", "H", "C", "C", "C", "S", "O", "O", "C", "H", "H", "H", "H", "H", "H", "H", "H", "C", "C", "C", "S", "O", "O", "C", "H", "H", "H", "H", "H", "H", "H", "H"],
  "coordinates": [[2.677, -1.122, 3.606], [-0.195, 0.556, 2.192], [0.832, -0.331, 2.345], [-1.158, 0.053, 2.276], [-0.201, 1.327, 2.963], [-0.181, 1.096, 1.245], [-2.720, 2.114, -4.793], [-1.210, 1.973, -5.038], [-0.331, 2.665, -4.045], [-0.312, 4.113, -4.153], [0.968, 4.639, -3.513], [-0.443, 2.119, -2.676], [-0.119, 0.608, -2.579], [-3.000, 3.167, -4.807], [-3.044, 1.903, -3.774], [-3.317, 1.510, -5.477], [-0.986, 0.917, -4.892], [-0.786, 2.186, -6.019], [-0.336, 4.415, -5.200], [-1.214, 4.475, -3.661], [1.115, 4.404, -2.459], [1.858, 4.330, -4.061], [0.877, 5.725, -3.509], [-1.464, 2.408, -2.427], [0.301, 2.595, -2.037], [0.772, 0.419, -3.177], [-1.006, 0.068, -2.908], [-0.017, 0.295, -1.540], [-3.685, -0.908, 3.481], [-4.956, -0.966, 4.335], [-5.230, -2.399, 4.755], [-3.602, -3.102, 5.222], [-3.743, -4.514, 4.907], [-3.142, -2.561, 6.494], [-2.882, -2.169, 3.839], [-3.290, 0.107, 3.529], [-3.982, -0.895, 2.432], [-5.759, -0.633, 3.678], [-4.879, -0.252, 5.155], [-5.545, -3.043, 3.934], [-5.936, -2.668, 5.541], [-3.024, -2.803, 2.963], [-1.793, -2.145, 3.874], [3.827, 2.336, -0.465], [5.240, 1.957, -0.949], [5.769, 1.036, 0.167], [4.435, -0.191, 0.414], [4.242, -0.447, 1.830], [4.732, -1.268, -0.517], [3.096, 0.932, -0.284], [3.336, 2.954, -1.217], [3.861, 2.841, 0.500], [5.730, 2.930, -0.956], [5.342, 1.470, -1.919], [5.847, 1.559, 1.121], [6.693, 0.512, -0.079], [2.309, 1.001, 0.467], [2.711, 0.479, -1.198], [-0.855, -3.105, 0.728], [-0.247, -2.877, -0.594], [1.236, -2.443, -0.434], [1.912, -3.529, 0.956], [2.626, -2.669, 1.915], [2.527, -4.769, 0.508], [0.232, -3.904, 1.598], [-1.820, -3.611, 0.729], [-0.975, -2.154, 1.247], [-0.785, -2.160, -1.215], [-0.328, -3.850, -1.079], [1.213, -1.421, -0.056], [1.887, -2.587, -1.297], [0.243, -3.741, 2.676], [0.051, -4.956, 1.380]],
  "total_energy_ha": -2678.0774,
  "homo_energy_ev": -10.09,
  "spin_multiplicity": 1,
  "e_above_lowest_kcal_mol": 22.10,
  "total_charge": 1,
  "molar_mass_g_mol": 693.34,
  "orbital_gap_ev": 3.11,
  "lumo_ev": -6.99
}